C4H12NO2 | wB97M-V/def2-TZVPD

Geometry (Å):
C 2.418 0.244 -0.817
C 1.077 -0.342 -0.449
C -0.122 -0.414 -1.163
C -0.019 0.682 0.200
O -0.528 0.383 1.230
N -2.876 1.188 -0.283
H 2.625 1.073 -0.135
H 3.161 -0.537 -0.696
H 2.490 0.607 -1.835
H 1.189 -1.182 0.239
H -0.318 0.062 -2.124
H -0.860 -1.189 -1.027
H -0.193 1.686 -0.198
H -2.266 1.271 0.512
H -2.943 0.200 -0.499
H -3.799 1.501 0.018
H 0.487 -2.281 2.933
H -0.061 -1.097 2.019
O 0.538 -1.854 2.075

Summary:
* charge: +1
* multiplicity: 1
* energy relative to the best compared isomer or geometry (same formula, charge and spin): 120.52 kcal/mol
* Kohn-Sham gap: 6.59 eV
* DFT total energy: -364.443166 a.u.

Here are the natural (NBO) charges for atoms 1 to 2, given in e: atom 1 (C): -0.626, atom 2 (C): -0.194